1.
{"formula": "C35H40Cl56NO4", "method": "ωB97M-V with the def2-TZVPD basis set", "homo_lumo_gap_ev": [8.422, 9.603], "molar_mass_g_mol": 2524.08, "total_energy_ev": -747872.291, "charge": 0, "multiplicity": 2, "s2": 0.75, "homo_ev": [-8.46, -9.64], "species": ["C", "O", "C", "C", "C", "C", "C", "C", "C", "C", "C", "C", "C", "C", "O", "O", "C", "C", "C", "C", "N", "O", "C", "C", "C", "C", "H", "H", "H", "H", "H", "H", "H", "H", "H", "H", "H", "H", "H", "H", "H", "H", "H", "H", "H", "H", "H", "H", "H", "H", "H", "H", "H", "H", "H", "H", "H", "H", "H", "H", "H", "H", "H", "H", "H", "H", "C", "Cl", "Cl", "Cl", "Cl", "C", "Cl", "Cl", "Cl", "Cl", "C", "Cl", "Cl", "Cl", "Cl", "C", "Cl", "Cl", "Cl", "Cl", "C", "Cl", "Cl", "Cl", "Cl", "C", "Cl", "Cl", "Cl", "Cl", "C", "Cl", "Cl", "Cl", "Cl", "C", "Cl", "Cl", "Cl", "Cl", "C", "Cl", "Cl", "Cl", "Cl", "C", "Cl", "Cl", "Cl", "Cl", "C", "Cl", "Cl", "Cl", "Cl", "C", "Cl", "Cl", "Cl", "Cl", "C", "Cl", "Cl", "Cl", "Cl", "C", "Cl", "Cl", "Cl", "Cl"], "coordinates": [[-2.67, 0.10, -0.87], [-2.69, 1.06, -1.90], [-1.39, 1.60, -2.18], [-1.28, 3.05, -1.69], [0.11, 3.42, -1.17], [1.21, 3.26, -2.26], [2.54, 2.78, -1.62], [2.72, 1.25, -1.66], [2.31, 0.63, -0.31], [2.43, -0.89, -0.30], [2.00, -1.57, 1.02], [2.03, -3.10, 0.71], [0.98, -3.52, -0.32], [1.60, -4.23, -1.50], [2.51, -4.96, -1.40], [1.02, -4.00, -2.73], [3.12, -1.32, 2.08], [2.72, -0.68, 3.43], [3.36, 0.73, 3.57], [3.44, -1.52, 4.53], [1.30, -0.72, 3.77], [1.02, -0.21, 4.91], [0.37, -0.34, 2.70], [0.35, 1.15, 2.36], [-1.07, -0.66, 3.24], [0.55, -1.24, 1.47], [-3.60, -0.46, -0.90], [-2.56, 0.61, 0.10], [-1.87, -0.64, -0.98], [-1.26, 1.55, -3.26], [-0.62, 0.97, -1.73], [-1.58, 3.76, -2.45], [-2.02, 3.14, -0.89], [0.36, 2.83, -0.29], [0.08, 4.46, -0.85], [1.41, 4.24, -2.69], [0.87, 2.63, -3.07], [2.52, 3.12, -0.59], [3.36, 3.29, -2.12], [2.16, 0.83, -2.50], [3.79, 1.06, -1.77], [1.26, 0.86, -0.17], [2.92, 1.11, 0.45], [1.90, -1.27, -1.17], [3.50, -1.12, -0.43], [1.94, -3.61, 1.67], [3.03, -3.30, 0.33], [0.26, -4.20, 0.11], [0.46, -2.66, -0.73], [1.67, -3.50, -3.25], [3.87, -0.67, 1.63], [3.63, -2.27, 2.26], [4.41, 0.55, 3.81], [3.36, 1.25, 2.61], [2.91, 1.31, 4.37], [3.46, -1.01, 5.49], [4.43, -1.83, 4.20], [2.86, -2.44, 4.66], [-0.32, 1.27, 1.51], [-0.09, 1.75, 3.15], [1.30, 1.57, 2.05], [-1.05, -1.33, 4.09], [-1.62, -1.16, 2.44], [-1.61, 0.26, 3.46], [-0.05, -0.83, 0.65], [0.07, -2.19, 1.72], [-3.62, -7.30, 1.47], [-3.60, -8.58, 2.69], [-2.56, -7.76, 0.13], [-5.27, -7.11, 0.86], [-3.06, -5.79, 2.19], [-4.34, 2.39, -4.77], [-5.43, 2.88, -6.08], [-3.34, 1.03, -5.31], [-3.30, 3.75, -4.34], [-5.28, 1.90, -3.36], [-9.50, 3.99, -4.86], [-8.52, 5.37, -5.36], [-8.45, 2.71, -4.26], [-10.61, 4.50, -3.58], [-10.43, 3.39, -6.24], [7.49, 2.51, 3.51], [9.11, 3.00, 2.99], [6.51, 2.09, 2.10], [7.61, 1.10, 4.57], [6.72, 3.86, 4.37], [-8.14, 9.76, -4.65], [-9.03, 8.43, -3.91], [-8.21, 11.18, -3.60], [-6.46, 9.28, -4.89], [-8.87, 10.15, -6.22], [-7.22, -3.85, 2.10], [-5.63, -3.13, 1.82], [-7.06, -5.39, 2.95], [-8.20, -2.74, 3.07], [-8.00, -4.12, 0.54], [3.08, -1.75, -5.54], [1.73, -2.76, -6.06], [2.49, -0.11, -5.20], [3.79, -2.44, -4.07], [4.31, -1.68, -6.80], [6.95, -2.94, -9.99], [8.53, -2.53, -10.65], [5.86, -3.37, -11.32], [7.12, -4.31, -8.87], [6.30, -1.55, -9.11], [6.89, 1.39, 8.63], [6.53, -0.31, 8.25], [5.70, 2.00, 9.79], [8.51, 1.50, 9.33], [6.81, 2.35, 7.16], [-8.07, -9.34, -0.91], [-9.57, -10.11, -1.42], [-8.32, -7.59, -0.76], [-7.56, -10.00, 0.65], [-6.81, -9.64, -2.12], [5.71, 6.91, 6.98], [7.33, 7.41, 6.47], [4.75, 6.49, 5.55], [5.84, 5.50, 8.03], [4.93, 8.24, 7.85], [-8.90, -0.42, -1.61], [-10.29, -1.37, -2.14], [-9.39, 1.27, -1.44], [-8.34, -1.04, -0.05], [-7.59, -0.55, -2.80], [2.63, -5.35, -8.94], [4.39, -5.17, -8.87], [2.06, -6.21, -7.50], [1.89, -3.74, -8.99], [2.18, -6.25, -10.39], [2.62, 4.40, 11.63], [2.92, 3.00, 12.67], [3.85, 4.44, 10.36], [1.02, 4.26, 10.89], [2.71, 5.88, 12.58]]}

---

2.
{"formula": "C24H32Cl2N2O4", "method": "ωB97M-V with the def2-TZVPD basis set", "homo_lumo_gap_ev": 8.460, "molar_mass_g_mol": 483.44, "total_energy_ev": -61597.997, "charge": 0, "multiplicity": 1, "homo_ev": -8.02, "species": ["C", "C", "C", "C", "C", "C", "C", "H", "Cl", "O", "C", "C", "O", "H", "C", "N", "C", "C", "N", "C", "C", "H", "H", "H", "H", "C", "H", "C", "O", "H", "C", "O", "C", "C", "C", "C", "C", "C", "Cl", "H", "C", "H", "H", "H", "H", "H", "H", "H", "H", "H", "H", "H", "H", "H", "H", "H", "H", "H", "H", "H", "H", "H", "H", "H"], "coordinates": [[0.81, 6.43, -1.87], [1.66, 5.21, -1.82], [2.24, 4.70, -0.63], [3.12, 3.82, -0.59], [3.40, 3.24, -1.84], [3.07, 3.70, -2.93], [2.22, 4.83, -2.91], [1.76, 4.92, -4.12], [3.56, 2.76, -4.52], [4.45, 2.16, -1.76], [4.68, 1.06, -0.80], [3.86, -0.11, -1.41], [4.19, -0.48, -2.50], [4.53, 0.10, -3.01], [2.22, 0.20, -1.62], [1.74, 0.95, -0.28], [0.41, 1.79, -0.60], [-0.73, 0.95, -0.90], [-1.08, -0.10, 0.17], [0.14, -0.84, 0.55], [1.30, -0.02, 0.63], [2.35, -0.68, 0.99], [1.26, 0.51, 1.65], [-0.05, -1.42, 1.46], [0.22, -1.71, -0.63], [-2.40, -0.68, 0.16], [-2.38, -1.57, 0.17], [-3.13, -0.32, 1.32], [-3.22, 1.33, 1.47], [-2.42, 1.59, 1.33], [-2.53, -0.77, 2.62], [-2.32, -2.04, 2.52], [-3.26, -3.01, 2.71], [-4.68, -2.61, 2.99], [-5.55, -3.68, 3.03], [-5.04, -5.23, 2.77], [-3.92, -5.37, 2.28], [-2.79, -4.25, 2.62], [-1.22, -4.63, 1.98], [-3.32, -6.32, 2.21], [-6.19, -6.14, 2.95], [-6.90, -5.74, 3.23], [-5.78, -6.86, 3.43], [-6.31, -6.47, 1.79], [-6.48, -3.52, 3.16], [-5.08, -1.77, 3.30], [-1.72, -0.14, 2.90], [-3.39, -0.38, 3.63], [-4.22, -0.66, 1.15], [-2.75, -0.27, -0.79], [-1.59, 1.49, -1.19], [-0.61, 0.20, -1.91], [0.63, 2.14, -1.55], [0.28, 2.37, 0.31], [1.72, -0.74, -1.63], [2.33, 0.83, -2.17], [3.83, -0.83, -0.58], [4.11, 1.58, 0.17], [5.61, 0.84, -0.55], [3.61, 3.52, 0.69], [1.87, 5.38, 0.20], [0.29, 6.58, -0.91], [0.01, 6.22, -2.78], [1.46, 7.50, -2.17]]}

---

3.
{"formula": "C2H10N2", "method": "ωB97M-V with the def2-TZVPD basis set", "homo_lumo_gap_ev": [2.667, 9.847], "molar_mass_g_mol": 62.12, "total_energy_ev": -5214.310, "charge": -1, "multiplicity": 2, "s2": 0.75, "homo_ev": [1.42, -5.45], "species": ["C", "N", "H", "H", "H", "H", "H", "C", "N", "H", "H", "H", "H", "H"], "coordinates": [[0.99, -0.44, 2.78], [1.26, 1.01, 2.83], [1.12, -0.90, 3.77], [1.77, -0.92, 2.18], [0.01, -0.70, 2.38], [0.44, 1.58, 2.79], [1.74, 1.18, 3.70], [-0.74, -0.60, -2.80], [-1.63, 0.43, -3.36], [-0.51, -0.41, -1.75], [0.20, -0.57, -3.35], [-1.21, -1.58, -2.90], [-2.37, 0.65, -2.71], [-1.08, 1.27, -3.54]]}

---

4.
{"formula": "CH6NOP", "method": "ωB97M-V with the def2-TZVPD basis set", "homo_lumo_gap_ev": 10.123, "molar_mass_g_mol": 79.04, "total_energy_ev": -13959.448, "charge": 0, "multiplicity": 1, "homo_ev": -9.58, "species": ["C", "N", "O", "P", "H", "H", "H", "H", "H", "H"], "coordinates": [[-0.37, -1.17, 0.46], [0.64, 1.48, 0.32], [2.27, -0.32, 0.29], [0.91, -0.09, -0.19], [-1.23, -1.01, -0.29], [-0.02, -2.16, 0.72], [-0.65, -0.97, 1.42], [1.41, 2.13, 0.36], [-0.19, 2.03, 0.22], [0.74, 0.19, -2.16]]}

---

5.
{"formula": "C5H10NO", "method": "ωB97M-V with the def2-TZVPD basis set", "homo_lumo_gap_ev": [5.649, 9.063], "molar_mass_g_mol": 100.14, "total_energy_ev": -8870.443, "charge": 1, "multiplicity": 3, "s2": 2.01, "homo_ev": [-10.36, -15.77], "species": ["C", "C", "C", "C", "C", "N", "O", "H", "H", "H", "H", "H", "H", "H", "H", "H", "H"], "coordinates": [[0.07, 0.29, 0.14], [0.04, -1.76, -1.34], [1.50, -1.40, -1.30], [1.03, 1.41, 0.44], [-2.36, 0.84, 0.80], [0.47, -0.68, -0.55], [-2.18, 1.65, 1.82], [-0.54, -1.41, -2.14], [-0.25, -2.75, -1.00], [2.14, -2.21, -0.79], [2.01, -0.80, -1.97], [1.97, 1.08, 0.96], [0.41, 2.22, 0.91], [1.56, 1.89, -0.40], [-2.37, 1.32, -0.14], [-2.15, -0.20, 0.84], [-2.02, 1.26, 2.75]]}

---

6.
{"formula": "C9H18BrCl", "method": "ωB97M-V with the def2-TZVPD basis set", "homo_lumo_gap_ev": 10.059, "molar_mass_g_mol": 241.60, "total_energy_ev": -92187.980, "charge": 0, "multiplicity": 1, "homo_ev": -9.39, "species": ["C", "C", "C", "C", "C", "C", "C", "C", "C", "Cl", "Br", "H", "H", "H", "H", "H", "H", "H", "H", "H", "H", "H", "H", "H", "H", "H", "H", "H", "H"], "coordinates": [[0.99, 1.49, 0.57], [1.94, 0.80, -1.65], [3.35, 0.88, 0.47], [-2.76, 0.35, -0.97], [-2.75, -0.11, 1.38], [-2.75, -2.19, -0.31], [1.99, 0.49, -0.17], [-2.76, -0.65, -0.08], [1.60, -0.92, 0.10], [1.51, -1.37, 1.87], [2.66, -2.35, -0.64], [1.15, 2.48, 0.21], [1.02, 1.63, 1.57], [-0.09, 1.14, 0.24], [2.16, 1.92, -1.73], [2.66, 0.12, -2.12], [0.92, 0.62, -2.06], [4.21, 0.49, 0.03], [3.43, 1.98, 0.47], [3.33, 0.51, 1.48], [-2.90, 0.20, -2.03], [0.53, -1.03, -0.37], [-2.79, 1.34, -0.55], [-3.14, 0.88, 1.43], [-3.37, -0.72, 2.11], [-1.68, -0.21, 1.56], [-3.64, -2.62, -0.83], [-1.75, -2.44, -0.68], [-3.07, -2.70, 0.71]]}

---

7.
{"formula": "C27H42BF6NO14P", "method": "ωB97M-V with the def2-TZVPD basis set", "homo_lumo_gap_ev": 7.410, "molar_mass_g_mol": 760.40, "total_energy_ev": -85107.927, "charge": -1, "multiplicity": 1, "homo_ev": -5.49, "species": ["C", "C", "F", "B", "O", "C", "N", "P", "O", "C", "F", "F", "C", "C", "C", "C", "C", "C", "F", "F", "F", "C", "H", "H", "H", "H", "H", "H", "H", "H", "H", "H", "C", "C", "O", "C", "O", "O", "C", "H", "H", "H", "H", "H", "H", "H", "H", "C", "C", "O", "C", "O", "O", "C", "H", "H", "H", "H", "H", "H", "H", "H", "C", "C", "O", "C", "O", "O", "C", "H", "H", "H", "H", "H", "H", "H", "H", "C", "C", "O", "C", "O", "O", "C", "H", "H", "H", "H", "H", "H", "H", "H"], "coordinates": [[4.30, -4.05, 2.43], [4.66, -2.59, 2.91], [5.83, -2.59, 3.75], [4.71, -1.45, 1.73], [6.05, -1.20, 1.14], [6.67, -2.32, 0.78], [7.21, -3.27, 0.42], [4.30, 0.24, 2.68], [5.54, 0.50, 3.58], [3.54, -1.59, 0.58], [3.82, -2.51, -0.45], [3.45, -0.31, -0.07], [2.10, -1.90, 1.09], [1.53, -3.24, 0.78], [0.16, -3.62, 1.19], [-0.72, -2.66, 1.91], [-0.15, -1.35, 2.22], [-1.06, -0.35, 3.00], [-1.95, -1.08, 3.77], [-0.25, 0.31, 3.92], [-1.70, 0.54, 2.18], [1.22, -0.99, 1.81], [5.04, -4.74, 2.94], [4.43, -4.23, 1.33], [3.29, -4.39, 2.80], [3.81, -2.28, 3.60], [4.24, 1.37, 1.79], [3.19, 0.12, 3.56], [2.09, -4.02, 0.22], [-0.26, -4.63, 0.98], [-1.75, -2.99, 2.17], [1.56, 0.03, 2.08], [7.61, 4.11, 4.37], [6.65, 3.79, 5.50], [6.27, 4.99, 6.20], [5.32, 5.72, 5.62], [4.76, 5.47, 4.58], [5.11, 6.81, 6.38], [4.16, 7.72, 5.83], [8.46, 4.68, 4.74], [7.98, 3.19, 3.91], [7.13, 4.72, 3.61], [7.15, 3.14, 6.23], [5.78, 3.25, 5.14], [3.23, 7.21, 5.58], [4.58, 8.21, 4.95], [3.96, 8.48, 6.58], [-2.03, 2.18, -1.44], [-2.13, 0.70, -1.13], [-3.11, 0.06, -1.96], [-2.71, -0.24, -3.20], [-1.62, -0.05, -3.66], [-3.75, -0.79, -3.85], [-3.48, -1.10, -5.21], [-3.02, 2.65, -1.39], [-1.36, 2.68, -0.74], [-1.66, 2.34, -2.46], [-2.47, 0.57, -0.10], [-1.16, 0.20, -1.22], [-2.58, -1.71, -5.31], [-3.39, -0.18, -5.79], [-4.33, -1.67, -5.60], [-1.97, -8.19, -7.93], [-1.48, -6.81, -8.35], [-2.21, -5.78, -7.67], [-1.82, -5.53, -6.41], [-0.92, -6.08, -5.83], [-2.62, -4.58, -5.92], [-2.35, -4.26, -4.55], [-3.05, -8.27, -8.06], [-1.48, -8.96, -8.52], [-1.76, -8.37, -6.87], [-1.66, -6.67, -9.41], [-0.41, -6.70, -8.18], [-1.30, -4.02, -4.39], [-2.66, -5.08, -3.91], [-2.95, -3.38, -4.29], [-7.31, 6.79, -0.08], [-7.18, 5.93, 1.16], [-7.73, 4.62, 0.93], [-6.93, 3.78, 0.27], [-5.82, 4.01, -0.13], [-7.60, 2.62, 0.11], [-6.89, 1.65, -0.66], [-8.35, 6.81, -0.42], [-6.99, 7.81, 0.13], [-6.71, 6.40, -0.90], [-7.76, 6.37, 1.98], [-6.15, 5.86, 1.50], [-5.89, 1.48, -0.25], [-6.83, 1.96, -1.70], [-7.44, 0.71, -0.60]]}

---

8.
{"formula": "C12H13NO", "method": "ωB97M-V with the def2-TZVPD basis set", "homo_lumo_gap_ev": 8.735, "molar_mass_g_mol": 187.24, "total_energy_ev": -16190.645, "charge": 0, "multiplicity": 1, "homo_ev": -8.45, "species": ["C", "C", "C", "C", "C", "C", "C", "C", "C", "C", "C", "C", "N", "O", "H", "H", "H", "H", "H", "H", "H", "H", "H", "H", "H", "H", "H"], "coordinates": [[-1.17, 0.12, 1.73], [3.60, 0.05, 0.07], [2.99, -0.23, 1.28], [2.83, 0.37, -1.03], [1.61, -0.18, 1.39], [1.45, 0.42, -0.93], [0.82, 0.14, 0.29], [-0.94, 2.31, 0.16], [-1.23, -1.88, -0.79], [-2.99, -0.13, -0.42], [-1.51, -0.38, -0.68], [-0.65, 0.21, 0.42], [-1.61, 0.10, 2.79], [-1.00, 2.72, -0.94], [4.68, 0.02, -0.02], [3.59, -0.49, 2.14], [3.30, 0.60, -1.98], [1.14, -0.41, 2.34], [0.86, 0.70, -1.79], [-0.96, 2.82, 1.12], [-1.79, -2.31, -1.61], [-0.17, -2.07, -0.96], [-1.52, -2.38, 0.14], [-3.59, -0.56, -1.23], [-3.30, -0.58, 0.52], [-3.21, 0.94, -0.38], [-1.24, 0.10, -1.63]]}

---

9.
{"formula": "C2H9N2P3", "method": "ωB97M-V with the def2-TZVPD basis set", "homo_lumo_gap_ev": [6.107, 5.830], "molar_mass_g_mol": 154.03, "total_energy_ev": -33060.712, "charge": 0, "multiplicity": 3, "s2": 2.04, "homo_ev": [-6.71, -8.59], "species": ["C", "C", "N", "N", "P", "P", "P", "H", "H", "H", "H", "H", "H", "H", "H", "H"], "coordinates": [[0.59, -0.01, 2.07], [0.59, -1.45, 1.45], [-0.23, 1.52, -1.59], [-0.57, -1.88, 0.69], [-1.56, 0.83, -1.95], [0.65, 2.75, -2.25], [-1.29, -1.10, -0.46], [1.16, -0.06, 2.95], [1.15, 0.56, 1.32], [-0.56, 0.32, 2.21], [1.54, -1.39, 0.91], [0.69, -2.15, 2.21], [0.22, 2.94, -3.58], [1.83, 2.04, -2.71], [-2.56, -0.92, 0.15], [-1.65, -2.01, -1.44]]}

---

10.
{"formula": "C4H7NOS", "method": "ωB97M-V with the def2-TZVPD basis set", "homo_lumo_gap_ev": 10.107, "molar_mass_g_mol": 117.17, "total_energy_ev": -18632.563, "charge": 0, "multiplicity": 1, "homo_ev": -9.35, "smiles": "O=CN1C[C@H]1CS", "species": ["C", "C", "C", "C", "H", "H", "H", "H", "H", "H", "H", "N", "O", "S"], "coordinates": [[-0.50, -1.33, 0.57], [0.81, -0.53, 0.41], [0.82, 0.96, 0.82], [0.12, 0.84, -1.71], [-1.93, 0.42, -0.25], [-0.45, -1.84, 1.52], [-0.48, -2.17, -0.18], [1.69, -1.08, 0.60], [1.79, 1.43, 1.20], [-0.11, 1.44, 1.20], [0.05, 0.06, -2.48], [0.92, 0.50, -0.61], [-0.59, 1.84, -1.76], [-2.13, -0.55, 0.66]]}

---

> Look up the charge of the fifth one.

+1